1.
{
  "formula": "C10H17N4",
  "method": "wB97M-V/def2-TZVPD",
  "symbols": ["C", "C", "C", "C", "C", "C", "C", "C", "C", "C", "N", "N", "N", "N", "H", "H", "H", "H", "H", "H", "H", "H", "H", "H", "H", "H", "H", "H", "H", "H", "H"],
  "coordinates": [[2.407, -0.894, -0.087], [3.606, -0.158, 0.024], [-2.040, 0.277, -1.498], [-1.312, 1.681, 0.478], [-2.853, -0.637, -0.525], [-2.206, 0.753, 1.381], [-1.032, -1.354, 1.099], [-0.852, 0.851, -0.757], [0.119, -0.300, -0.583], [5.003, -0.679, -0.208], [3.299, 1.123, 0.238], [1.982, 1.194, 0.103], [1.425, 0.037, -0.233], [-2.170, -0.645, 0.870], [2.235, -1.931, -0.108], [-1.413, -0.314, -2.306], [-2.739, 1.052, -1.890], [-1.933, 2.561, 0.077], [-0.377, 1.980, 0.970], [-3.888, -0.269, -0.359], [-2.863, -1.705, -0.920], [-1.818, 0.765, 2.395], [-3.308, 1.055, 1.471], [-1.013, -2.344, 0.685], [-0.493, -1.291, 2.002], [-0.286, 1.400, -1.593], [0.084, -0.990, -1.406], [5.242, -0.517, -1.200], [5.633, -0.063, 0.455], [5.263, -1.727, 0.161], [1.561, 2.109, -0.119]],
  "total_charge": 1,
  "max_force_ev_per_a": 4.051,
  "homo_ev": -11.13,
  "e_above_lowest_kcal_mol": 66.0
}



2.
{
  "formula": "C5H12O2",
  "method": "wB97M-V/def2-TZVPD",
  "symbols": ["C", "C", "C", "C", "C", "H", "H", "H", "H", "H", "H", "H", "H", "O", "H", "H", "O", "H", "H"],
  "coordinates": [[-1.003, -2.257, 0.085], [-1.520, -1.049, -0.180], [-0.850, 0.201, -0.579], [0.083, 0.358, -1.506], [-1.351, 1.407, 0.229], [-0.081, -2.450, 0.601], [-1.646, -3.090, -0.209], [-2.592, -0.893, -0.127], [0.459, 1.329, -1.783], [0.607, -0.433, -2.023], [-2.278, 1.789, -0.215], [-1.580, 1.124, 1.253], [-0.620, 2.206, 0.218], [1.903, -1.083, 0.703], [1.472, -0.395, 1.232], [2.366, -1.554, 1.409], [1.960, 1.909, 0.345], [2.911, 1.869, 0.503], [1.762, 1.013, 0.042]],
  "max_force_ev_per_a": 2.272,
  "homo_ev": -8.64,
  "e_above_lowest_kcal_mol": 60.9
}



3.
{
  "formula": "C34H65F2NO10Si",
  "method": "wB97M-V/def2-TZVPD",
  "symbols": ["C", "C", "C", "C", "N", "C", "O", "C", "C", "C", "C", "O", "O", "C", "O", "C", "C", "F", "F", "C", "C", "Si", "C", "C", "C", "C", "C", "C", "C", "C", "H", "H", "H", "H", "H", "H", "H", "H", "H", "H", "H", "H", "H", "H", "H", "H", "H", "H", "H", "H", "H", "H", "H", "H", "H", "H", "H", "H", "H", "H", "H", "H", "H", "H", "H", "H", "H", "C", "O", "C", "C", "O", "C", "C", "O", "C", "H", "H", "H", "H", "H", "H", "H", "H", "H", "H", "H", "H", "H", "H", "C", "O", "C", "C", "O", "C", "C", "O", "C", "H", "H", "H", "H", "H", "H", "H", "H", "H", "H", "H", "H", "H", "H"],
  "coordinates": [[2.632, 3.672, 4.470], [3.680, 2.777, 5.346], [4.117, 1.552, 4.366], [5.385, 2.050, 3.481], [6.003, 0.977, 2.655], [5.431, 0.898, 1.279], [5.135, -0.455, 0.872], [3.753, -0.798, 1.256], [2.813, -0.324, 0.048], [1.274, -0.523, 0.568], [0.279, 0.571, -0.056], [-0.584, 0.344, -0.926], [0.410, 1.904, 0.498], [3.754, -2.376, 1.529], [2.696, -2.840, 2.398], [2.816, -2.322, 3.737], [1.360, -1.699, 4.112], [0.441, -2.117, 3.094], [1.533, -0.278, 4.196], [0.767, -2.208, 5.501], [-0.831, -2.126, 5.608], [-1.533, -0.363, 5.867], [-3.000, -0.472, 7.128], [-0.274, 0.914, 6.549], [-2.317, 0.367, 4.245], [-2.238, 1.885, 3.965], [-2.802, 2.548, 2.668], [-3.471, 1.658, 1.591], [-3.590, 0.130, 1.883], [-3.029, -0.519, 3.174], [2.405, 4.679, 4.949], [3.113, 3.787, 3.432], [1.679, 3.032, 4.380], [3.155, 2.414, 6.296], [4.616, 3.383, 5.631], [3.251, 1.431, 3.624], [4.309, 0.579, 4.928], [5.052, 2.962, 2.858], [6.178, 2.392, 4.248], [6.011, 0.063, 3.124], [6.220, 1.321, 0.551], [4.519, 1.586, 1.247], [3.492, -0.163, 2.178], [2.942, 0.823, -0.028], [3.007, -0.853, -0.943], [0.942, -1.598, 0.400], [1.319, -0.283, 1.698], [0.116, 1.776, 1.438], [4.775, -2.788, 1.875], [3.568, -2.881, 0.504], [3.070, -3.165, 4.488], [3.635, -1.534, 3.873], [1.213, -1.677, 6.409], [1.053, -3.316, 5.605], [-1.132, -2.785, 6.509], [-1.377, -2.588, 4.706], [-3.700, 0.404, 6.855], [-3.491, -1.488, 6.955], [-2.649, -0.293, 8.199], [-0.847, 1.575, 7.295], [0.600, 0.458, 7.120], [0.124, 1.635, 5.739], [-1.737, 2.577, 4.723], [-2.676, 3.674, 2.518], [-3.869, 2.105, 0.609], [-4.090, -0.505, 1.074], [-3.146, -1.653, 3.303], [-1.917, -1.691, -3.118], [-3.066, -2.272, -3.715], [-3.327, -3.591, -3.253], [-4.827, -3.815, -3.060], [-5.395, -3.118, -1.950], [-5.499, -1.696, -2.062], [-6.489, -1.213, -3.119], [-5.955, -1.390, -4.428], [-6.933, -1.778, -5.379], [-1.012, -2.118, -3.560], [-1.939, -0.619, -3.317], [-1.915, -1.834, -2.034], [-2.815, -3.793, -2.307], [-2.951, -4.287, -4.010], [-4.974, -4.877, -2.840], [-5.385, -3.617, -3.974], [-4.516, -1.243, -2.192], [-5.866, -1.358, -1.087], [-6.672, -0.142, -2.983], [-7.430, -1.758, -2.998], [-7.530, -2.617, -5.009], [-6.409, -2.106, -6.278], [-7.576, -0.931, -5.624], [3.083, 0.286, -8.533], [2.674, 1.211, -7.539], [2.133, 2.410, -8.081], [0.927, 2.883, -7.269], [-0.242, 2.075, -7.414], [-0.207, 0.771, -6.827], [-0.155, 0.763, -5.301], [1.143, 1.130, -4.841], [1.111, 1.923, -3.665], [4.027, 0.612, -8.980], [3.232, -0.681, -8.051], [2.318, 0.167, -9.306], [1.826, 2.275, -9.123], [2.917, 3.173, -8.043], [0.644, 3.870, -7.647], [1.178, 3.023, -6.219], [0.592, 0.171, -7.262], [-1.146, 0.296, -7.128], [-0.356, -0.249, -4.936], [-0.920, 1.444, -4.917], [0.408, 2.755, -3.770], [2.109, 2.340, -3.518], [0.846, 1.308, -2.803]],
  "max_force_ev_per_a": 4.484,
  "homo_ev": -8.80
}